Density functional theory data (wB97M-V/def2-TZVPD) for a molecular structure, C32H21Br2Cl3N6O4PtS2.

Summary:
LUMO: -1.33 eV
Gap between HOMO and LUMO: 6.01 eV
HOMO level: -7.3 eV
Energy relative to the best compared isomer or geometry (same formula, charge and spin): 15.68 kcal/mol

The geometry in ORCA input format:
```
! wB97M-V def2-TZVPD RIJCOSX def2/J DEFGRID3
* xyz 0 1
Pt 1.65 0.75 0.12
Br 5.97 2.42 -2.02
C 5.71 1.34 -0.49
C 6.82 0.90 0.23
C 6.66 0.10 1.33
Br 8.19 -0.44 2.30
C 5.37 -0.31 1.74
C 5.10 -1.17 2.83
C 3.80 -1.47 3.14
C 2.76 -0.94 2.38
N 2.98 -0.15 1.34
C 4.26 0.17 1.00
C 4.40 1.02 -0.13
O 3.34 1.46 -0.75
H 7.81 1.20 -0.09
H 5.92 -1.58 3.41
H 3.57 -2.13 3.96
H 1.73 -1.17 2.62
O -2.68 -6.07 2.84
S -3.91 -5.75 3.53
O -4.14 -6.47 4.75
O -5.07 -5.57 2.67
C -3.69 -3.96 4.06
N -4.36 -3.58 5.14
C -4.22 -2.27 5.42
C -3.45 -1.43 4.65
C -2.77 -1.95 3.54
N -2.93 -3.26 3.26
C -1.86 -1.24 2.67
C -1.61 0.14 2.75
C -0.67 0.71 1.93
N 0.04 0.01 1.03
C -0.22 -1.31 0.93
C -1.15 -1.95 1.70
H -4.76 -1.93 6.29
H -3.35 -0.38 4.91
H -2.14 0.75 3.46
H -0.45 1.77 1.98
H 0.37 -1.84 0.19
H -1.32 -3.02 1.60
Cl 1.82 3.56 -5.96
C 3.03 3.20 -4.70
Cl 4.64 3.13 -5.45
Cl 2.98 4.46 -3.45
C 2.71 1.92 -4.11
N 2.42 0.91 -3.64
N 0.41 1.75 -1.14
S -0.14 0.88 -2.38
C -1.63 0.02 -1.81
C -1.67 -1.35 -1.98
C -2.71 -2.08 -1.43
C -3.70 -1.43 -0.72
C -3.67 -0.05 -0.58
C -2.64 0.69 -1.13
C -0.94 2.12 -3.41
C -1.84 1.72 -4.39
C -2.45 2.69 -5.18
C -2.17 4.03 -4.97
C -1.26 4.42 -4.01
C -0.62 3.46 -3.23
H -0.31 2.32 -0.71
H -0.87 -1.85 -2.53
H -2.74 -3.16 -1.55
H -4.50 -2.00 -0.26
H -4.46 0.46 -0.03
H -2.61 1.77 -1.02
H -2.07 0.67 -4.53
H -3.15 2.39 -5.95
H -2.67 4.78 -5.57
H -1.02 5.46 -3.86
H 0.12 3.74 -2.49
*
```

---

Density functional theory data (wB97M-V/def2-TZVPD) for a molecular structure, C32H21BrCl2F5N7O5STeW.

Summary:
LUMO: -2.76 eV
Gap between HOMO and LUMO: 4.80 eV
HOMO level: -7.6 eV

The geometry in ORCA input format:
```
! wB97M-V def2-TZVPD RIJCOSX def2/J DEFGRID3
* xyz 0 1
W 0.19 -1.50 1.37
Cl 3.65 -1.71 0.09
C 3.63 -3.18 -0.79
C 4.79 -3.88 -1.04
C 4.76 -5.02 -1.82
C 3.57 -5.47 -2.35
C 2.39 -4.79 -2.08
Cl 0.92 -5.35 -2.73
C 2.39 -3.63 -1.28
S 0.89 -2.80 -0.98
H 5.72 -3.52 -0.61
H 5.67 -5.56 -2.02
H 3.53 -6.35 -2.97
C 4.28 2.35 3.73
C 4.29 1.08 3.16
C 3.11 0.49 2.77
C 1.88 1.15 2.92
C 1.88 2.42 3.52
C 3.06 3.00 3.92
N 0.70 0.55 2.49
N -0.33 1.35 2.66
C -1.54 1.01 2.22
C -2.63 1.82 2.64
C -3.89 1.54 2.21
C -4.07 0.44 1.36
C -2.97 -0.28 0.97
N -1.70 -0.04 1.35
H 5.20 2.81 4.04
H 5.22 0.56 3.03
H 3.13 -0.51 2.36
H 0.94 2.92 3.67
H 3.05 3.98 4.39
H -2.41 2.63 3.32
H -4.74 2.14 2.52
H -5.05 0.16 1.01
H -3.11 -1.11 0.29
Br -6.29 3.89 -1.06
C -4.70 3.71 -2.10
C -3.48 3.85 -1.46
C -2.32 3.71 -2.20
C -2.38 3.43 -3.57
C -3.63 3.32 -4.19
C -4.78 3.45 -3.46
N -1.24 3.39 -4.34
N -0.12 3.04 -3.95
C 0.18 2.22 -2.92
C 1.36 2.45 -2.19
C 1.72 1.68 -1.11
C 0.91 0.62 -0.70
O 1.15 -0.21 0.30
C -0.25 0.31 -1.47
N -0.91 -0.80 -1.08
C -1.86 -1.27 -1.86
C -2.21 -0.67 -3.07
C -1.59 0.49 -3.45
C -0.59 1.04 -2.63
H -3.42 4.07 -0.41
H -1.36 3.84 -1.72
H -3.68 3.11 -5.25
H -5.75 3.35 -3.92
H 1.96 3.30 -2.47
H 2.62 1.88 -0.56
H -2.34 -2.19 -1.54
H -2.95 -1.14 -3.70
H -1.83 0.96 -4.40
F 2.56 -4.44 2.87
Te 1.32 -3.00 3.53
F -0.73 -1.64 3.00
F 3.04 -2.69 4.45
F 0.45 -3.81 1.56
F 1.16 -1.15 4.43
O 1.82 -1.97 2.10
O -2.93 -4.05 0.67
N -2.08 -3.52 1.33
O -1.81 -3.76 2.47
O -1.40 -2.53 0.75
*
```